83
Properties=species:S:1:pos:R:3:forces:R:3:mulliken_charge:R:1 method="wB97M-V/def2-TZVPD" e_lumo_ev=-3.10 homo_energy_ev=-10.57 charge=+1 fmax_ha_per_bohr=0.01693 spin_multiplicity=1 gap_ev=7.47 relative_energy_ev=1.965
Mg 1.32498 1.10658 -0.67408 -0.8 -0.2 0.0 0.9623
C -2.68035 0.61403 1.44372 0.1 -0.1 0.0 -0.8141
C -2.36125 -0.81485 1.91257 -0.2 -0.1 0.0 -1.2232
P -1.42663 -2.22779 1.08442 0.3 0.0 0.0 -0.1285
C -2.75768 -3.49217 0.96329 0.1 0.1 -0.1 0.2493
C -4.02200 -3.19893 0.45281 0.0 0.0 -0.1 -0.1015
C -4.97227 -4.19562 0.31132 0.0 0.0 0.0 -0.7283
C -4.66928 -5.50429 0.67456 0.0 0.0 0.0 -0.4554
C -3.41730 -5.80666 1.18283 0.0 0.0 0.0 -0.6136
C -2.46617 -4.80120 1.32956 0.0 0.0 0.0 -0.1551
C -1.10334 -1.99059 -0.71936 -0.1 -0.1 0.0 0.7074
C -1.49385 -0.94387 -1.54599 0.0 -0.1 -0.1 0.3165
C -1.18816 -0.94646 -2.90679 0.0 0.1 0.1 -0.7132
C -0.49332 -2.00429 -3.46419 0.0 0.0 0.0 -0.6106
C -0.09971 -3.06084 -2.65310 0.1 0.0 0.0 -0.7192
C -0.39134 -3.04720 -1.30047 0.0 0.1 0.1 -0.9862
C -1.53741 1.61596 1.67388 0.0 0.1 0.1 -1.2346
P -0.70211 2.40717 0.24637 0.0 0.1 0.3 0.9549
C -2.05701 3.28566 -0.59394 0.1 0.0 0.0 0.6509
C -2.75025 2.66650 -1.62975 0.0 0.1 -0.1 -0.1304
C -3.84807 3.28497 -2.21175 0.0 0.0 0.0 -0.6216
C -4.25612 4.53386 -1.76768 0.0 0.0 0.0 -0.5981
C -3.56285 5.16209 -0.74220 0.0 0.0 0.0 -0.7191
C -2.46880 4.54424 -0.15569 -0.1 0.0 0.0 -0.6474
C 0.23993 3.74230 1.06089 0.0 0.0 -0.1 0.6553
C 0.43610 3.80418 2.43662 0.1 0.0 0.0 -0.4522
C 1.19827 4.82794 2.98866 0.0 0.0 0.0 -0.7779
C 1.76580 5.79218 2.17175 0.0 0.0 0.0 -0.5172
C 1.57910 5.73422 0.79550 0.0 0.0 0.0 -0.7561
C 0.82873 4.71124 0.24520 0.0 0.0 0.0 -0.4366
H -3.49885 0.94837 2.08176 -0.1 0.0 0.0 0.5041
H -3.08939 0.66333 0.44131 0.0 -0.1 -0.3 0.1793
H -3.30442 -1.29069 2.18343 0.0 0.0 0.0 0.6814
H -1.82431 -0.70215 2.85852 0.0 -0.1 0.0 0.5562
H -4.26623 -2.18608 0.14874 0.0 0.0 0.0 0.2691
H -5.94861 -3.95734 -0.09022 0.0 0.0 0.0 0.4057
H -5.41305 -6.28248 0.56362 0.0 0.0 0.0 0.3818
H -3.17808 -6.82227 1.47068 0.0 0.0 0.0 0.3965
H -1.49038 -5.03808 1.73833 0.0 0.0 0.0 0.3864
H -2.07017 -0.13180 -1.14423 -0.2 0.2 0.1 0.2673
H -1.51022 -0.12570 -3.53491 0.0 0.0 0.0 0.4054
H -0.25934 -2.01022 -4.52101 0.0 0.0 0.0 0.4381
H 0.44932 -3.89225 -3.07624 0.0 0.0 0.0 0.4010
H -0.06464 -3.87495 -0.68014 0.0 0.0 0.0 0.2947
H -0.75641 1.16165 2.29127 0.0 0.0 -0.1 0.5725
H -1.92615 2.46900 2.23441 0.0 0.0 0.1 0.7969
H -2.43004 1.70721 -2.00722 0.1 -0.1 0.0 0.2145
H -4.37602 2.79196 -3.01763 0.0 0.0 0.0 0.4545
H -5.10990 5.01921 -2.22194 0.0 0.0 0.0 0.3985
H -3.87070 6.14040 -0.39728 0.0 0.0 0.0 0.4264
H -1.94223 5.04700 0.64488 0.0 0.0 0.0 0.4011
H 0.00286 3.06290 3.09231 0.0 0.0 0.0 0.3562
H 1.34074 4.87188 4.06089 0.0 0.0 0.0 0.4398
H 2.35155 6.59198 2.60565 0.0 0.0 0.0 0.4019
H 2.02493 6.48108 0.15225 0.0 0.0 0.0 0.4167
H 0.69147 4.67287 -0.83008 0.0 0.0 0.0 0.4474
N 1.47536 -0.43497 2.58290 0.1 -0.1 -0.3 -0.3217
N 2.88468 -0.26182 2.69418 0.0 -0.2 0.2 -0.1193
C 3.59062 0.50602 1.88526 -0.1 0.4 0.0 0.3990
N 4.91881 0.53809 2.02377 0.0 0.0 0.0 -0.4158
N 2.87680 1.30412 1.04426 0.3 -0.2 -0.3 -0.5154
N 3.51914 1.80849 -0.02669 -0.2 0.7 0.1 1.4398
O 2.75534 2.53094 -0.73271 0.5 -0.2 0.1 -0.7521
O 4.65810 1.57821 -0.34198 0.4 0.2 0.0 -0.8023
H 1.25747 -1.23346 3.17338 -0.1 0.1 0.1 0.3859
H 1.34336 -0.80660 1.63753 -0.1 0.0 0.0 -0.0021
H 3.32765 -0.64517 3.51357 0.0 -0.1 -0.1 0.2149
H 5.38514 -0.12913 2.61355 0.0 0.0 0.0 0.2084
H 5.45595 1.00942 1.31207 0.0 0.0 0.1 0.1930
Br 3.76200 -0.94159 -4.46025 0.0 0.0 0.0 -0.1175
C 3.94220 -2.12952 -3.00451 0.1 0.0 -0.1 0.1245
C 4.75441 -3.23364 -3.23009 0.0 -0.1 0.0 -0.6272
C 4.95344 -4.17741 -2.23626 0.0 0.0 0.0 -0.5597
C 4.33347 -4.03076 -1.00293 0.0 0.1 0.0 -0.9865
C 3.52076 -2.93483 -0.78555 0.0 -0.1 0.0 -0.2580
C 3.31398 -1.96522 -1.77137 -0.1 0.0 0.1 0.0380
C 2.42181 -0.82960 -1.41011 -0.3 -0.1 -0.1 1.7249
O 2.24505 0.16863 -2.16296 0.1 -0.3 -0.1 -0.8949
O 1.82537 -0.84581 -0.27574 0.1 -0.1 -0.2 -0.3347
H 5.22889 -3.34566 -4.19481 0.0 0.0 0.0 0.4508
H 5.58646 -5.03292 -2.43323 0.0 0.0 0.0 0.4072
H 4.47908 -4.76711 -0.22408 0.0 0.0 0.0 0.4222
H 3.00531 -2.81188 0.15667 0.0 0.0 0.0 0.4488

81
Properties=species:S:1:pos:R:3:forces:R:3:mulliken_charge:R:1 method="wB97M-V/def2-TZVPD" e_lumo_ev="0.12 / 0.37" homo_energy_ev="-7.60 / -7.55" fmax_ha_per_bohr=0.01815 spin_multiplicity=2 gap_ev="7.72 / 7.93" relative_energy_ev=0.000
Co -1.25892 -0.03133 -0.00431 -0.9 -0.3 0.0 -0.1597
O 1.66545 0.37456 0.91691 0.3 0.1 0.0 -0.2532
S 1.86507 1.64666 1.67773 -0.2 -0.1 0.0 0.1720
C 1.01165 1.32062 3.26622 0.0 0.0 -0.1 -0.8058
C 1.16421 -0.15732 3.61684 0.0 0.0 0.0 -0.3850
C -0.05348 -0.97555 3.18262 0.1 0.0 0.0 0.7108
C 0.23995 -2.45385 2.98075 0.0 0.0 0.0 -1.1977
S 0.67304 -2.94106 1.26508 0.0 0.0 -0.1 0.0425
O 0.13097 -1.94258 0.29586 0.1 0.1 0.1 -0.2511
C 2.45631 -2.75770 1.23785 0.0 0.1 -0.1 0.8702
C 3.27544 -3.35396 2.18550 0.0 0.0 0.0 -0.3989
C 4.65168 -3.33115 2.00321 0.0 0.0 0.0 -0.6327
C 5.19411 -2.74605 0.86748 0.0 0.0 0.0 -0.6355
C 4.36233 -2.16801 -0.08291 0.0 0.0 0.0 -0.4214
C 2.98727 -2.16680 0.09952 0.0 0.0 0.0 -0.7919
C 3.52442 1.58854 2.36656 0.0 0.1 0.0 0.4085
C 4.30426 0.45363 2.25911 0.0 0.0 0.0 0.2427
C 5.58884 0.45989 2.78972 0.0 0.0 0.0 -0.5757
C 6.08024 1.59526 3.41570 0.0 0.0 0.0 -0.5429
C 5.29210 2.73868 3.50590 0.0 0.0 0.0 -0.6505
C 4.01408 2.74047 2.97220 0.0 0.0 0.0 -0.6067
H -0.02895 1.58922 3.08430 0.0 0.1 0.0 0.3655
H 1.40106 2.01397 4.01013 0.1 0.0 0.0 0.5979
H 1.33796 -0.28110 4.68820 -0.1 0.0 0.0 0.5791
H 2.04357 -0.56034 3.11099 0.0 0.0 0.0 -0.3698
H -0.44492 -0.57371 2.24340 0.0 0.0 0.0 -0.7610
H -0.85311 -0.86784 3.92116 0.0 0.0 0.0 0.5605
H -0.63264 -3.07526 3.18614 0.0 0.0 0.0 0.5105
H 1.05005 -2.80186 3.62296 0.0 0.0 0.0 0.6159
H 2.85961 -3.84747 3.05556 0.0 0.0 0.0 0.4041
H 5.29685 -3.78460 2.74447 0.0 0.0 0.0 0.4051
H 6.26675 -2.74282 0.72220 0.0 0.0 0.0 0.4288
H 4.78424 -1.70393 -0.96458 0.0 0.0 0.0 0.4113
H 2.32014 -1.69845 -0.61086 0.0 0.0 0.0 0.3972
H 3.90550 -0.41476 1.75290 0.0 0.0 0.0 -0.1489
H 6.20373 -0.42767 2.70843 0.0 0.0 0.0 0.4051
H 7.08204 1.59692 3.82530 0.0 0.0 0.0 0.3791
H 5.68010 3.63012 3.98124 0.0 0.0 0.0 0.3838
H 3.39943 3.63296 3.01668 0.0 0.0 0.0 0.4818
O -0.76207 3.50672 1.68446 0.0 0.1 0.0 -0.6516
C -1.28370 2.65654 0.99547 -0.1 -0.3 -0.3 0.4964
O -0.66495 1.85386 0.16768 0.4 0.1 0.6 -0.7298
C -2.81034 2.43232 1.04826 0.1 0.0 0.0 -1.1273
P -3.05871 1.15488 -0.22185 -0.3 0.2 -0.2 2.3510
C -4.71143 0.43157 0.01057 0.1 0.0 0.0 0.5961
C -5.31360 0.40350 1.26721 0.0 0.0 0.0 -0.4648
C -6.53808 -0.22453 1.44816 0.0 0.0 0.0 -0.7375
C -7.16639 -0.84097 0.37598 0.0 0.0 0.0 -0.5161
C -6.56825 -0.82668 -0.87644 0.0 0.0 0.0 -0.8040
C -5.34883 -0.19293 -1.06057 0.0 0.0 0.0 -0.4476
C -3.19332 2.11670 -1.76213 0.0 0.0 0.1 0.3361
C -4.37118 2.80192 -2.05125 0.0 0.0 0.0 -0.3518
C -4.46242 3.58818 -3.19001 0.0 0.0 0.0 -0.7573
C -3.37338 3.70025 -4.04160 0.0 0.0 0.0 -0.5092
C -2.19321 3.02954 -3.75070 0.0 0.0 0.0 -0.7598
C -2.10093 2.24103 -2.61467 0.0 0.0 0.0 -0.4933
H -3.34753 3.35986 0.85294 0.0 0.0 0.0 0.4807
H -3.07777 2.08631 2.04722 0.0 0.0 0.0 0.3159
H -4.83489 0.87632 2.11475 0.0 0.0 0.0 0.2636
H -6.99950 -0.23004 2.42726 0.0 0.0 0.0 0.4250
H -8.12121 -1.33133 0.51601 0.0 0.0 0.0 0.4039
H -7.04971 -1.31307 -1.71487 0.0 0.0 0.0 0.4341
H -4.87728 -0.19687 -2.03637 0.0 0.0 0.0 0.4619
H -5.22586 2.71472 -1.39049 0.0 0.0 0.0 0.4422
H -5.38323 4.11224 -3.41088 0.0 0.0 0.0 0.4137
H -3.44392 4.31258 -4.93142 0.0 0.0 0.0 0.3888
H -1.34011 3.11938 -4.41012 0.0 0.0 0.0 0.4252
H -1.17867 1.72644 -2.38071 0.0 0.0 0.0 0.1613
C -5.02873 -4.90033 -0.54024 0.0 0.0 0.0 -1.3761
C -4.14135 -3.75054 -0.16792 0.0 0.0 0.0 0.9353
C -3.94797 -3.38108 1.16404 0.0 0.0 0.0 -1.3160
C -3.11590 -2.30815 1.39403 0.0 0.1 0.1 -0.4838
N -2.52652 -1.65506 0.40501 0.2 0.0 -0.2 1.0634
C -2.74993 -2.08203 -0.86969 0.1 0.0 0.1 0.3559
S -1.92569 -1.13931 -2.04107 -0.1 -0.1 -0.1 -0.4672
N -3.54768 -3.11344 -1.16959 0.0 0.1 0.0 -0.5510
H -5.64627 -5.21941 0.29787 0.0 0.0 0.0 0.3691
H -4.41655 -5.74284 -0.86606 0.0 0.0 0.0 0.3045
H -5.66247 -4.61682 -1.37914 0.0 0.0 0.0 0.3365
H -4.43997 -3.89759 1.97502 0.0 0.0 0.0 0.3485
H -2.92525 -1.94303 2.39950 0.0 0.0 0.0 0.6511